(1)
ORCA calculation (wB97M-V/def2-TZVPD) on C36H48AuN4 as an isolated structure.

Output
Electronic energy, eV: -47753.1041
HOMO (alpha / beta), eV: -10.26 / -10.73
Energy relative to the best compared isomer or geometry (same formula, charge and spin), kcal/mol: 34.6

ORCA input file:
```
! wB97M-V def2-TZVPD RIJCOSX def2/J DEFGRID3
* xyz 1 3
Au 14.956 8.611 6.009
N 13.483 11.349 11.729
N 14.959 6.925 7.547
N 13.080 9.541 6.454
N 15.424 10.940 6.132
C 9.360 10.951 9.467
C 19.166 8.222 5.064
C 14.271 11.459 12.979
C 9.727 12.952 8.218
C 16.155 6.080 7.142
C 17.809 8.603 4.938
C 17.023 10.484 9.110
C 15.053 7.403 8.968
C 15.786 10.767 9.495
C 13.266 9.958 11.294
C 14.373 11.631 6.574
C 9.554 11.486 8.068
C 11.967 11.499 7.298
C 18.542 6.370 6.478
C 19.541 7.091 5.835
C 18.068 11.319 9.473
C 16.562 11.603 5.954
C 16.873 15.752 5.897
C 15.826 15.187 6.870
C 13.966 12.213 10.657
C 13.105 10.836 6.826
C 13.672 6.220 7.490
C 10.823 9.458 7.339
C 17.797 12.440 10.217
C 14.412 13.033 6.706
C 14.497 15.960 6.690
C 8.326 11.240 7.065
C 17.237 6.773 6.364
C 16.821 7.941 5.659
C 15.373 11.877 10.177
C 16.320 15.358 8.345
C 15.655 13.690 6.548
C 10.823 10.797 7.573
C 16.724 12.923 6.169
C 16.472 12.664 10.587
C 11.894 8.878 6.679
H 12.501 9.419 11.915
H 12.878 9.850 10.284
H 13.551 13.575 7.070
H 13.838 10.892 13.758
H 15.714 5.248 6.553
H 14.630 17.034 7.053
H 8.877 13.397 8.837
H 8.674 11.125 6.045
H 10.756 13.197 8.555
H 17.465 9.471 4.388
H 15.494 15.015 8.974
H 17.259 9.563 8.497
H 17.734 13.365 6.010
H 17.812 15.268 6.000
H 15.069 6.488 9.646
H 19.097 11.135 9.115
H 16.602 5.598 8.136
H 11.968 12.556 7.537
H 16.608 15.634 4.902
H 14.213 9.480 11.124
H 13.714 5.402 8.157
H 16.603 16.415 8.561
H 13.768 15.526 7.432
H 17.250 14.721 8.515
H 9.727 13.405 7.188
H 9.912 8.943 7.607
H 14.156 12.457 13.255
H 13.290 12.198 9.795
H 7.606 11.977 7.260
H 10.263 11.323 10.018
H 12.878 6.891 7.852
H 9.438 9.905 9.514
H 19.845 8.786 4.462
H 15.289 11.114 12.810
H 11.792 7.884 6.324
H 15.939 7.979 9.221
H 18.573 13.062 10.585
H 13.477 5.913 6.508
H 14.127 7.935 9.121
H 8.431 11.329 9.819
H 17.417 10.895 5.808
H 13.864 13.276 11.015
H 17.069 16.808 6.175
H 18.718 5.536 7.148
H 7.772 10.346 7.325
H 16.221 13.444 11.266
H 14.047 15.998 5.684
H 20.610 6.907 5.963
*
```

(2)
ORCA calculation (wB97M-V/def2-TZVPD) on C36H48CaN11O4S as an isolated structure.

Output
Electronic energy, eV: -91966.7498
HOMO, eV: -9.31
Energy relative to the best compared isomer or geometry (same formula, charge and spin), kcal/mol: 20.5

ORCA input file:
```
! wB97M-V def2-TZVPD RIJCOSX def2/J DEFGRID3
* xyz 1 1
Ca -0.191 -0.234 -0.312
S 0.914 1.462 -2.238
O 0.918 0.164 1.528
O 2.028 2.311 -1.915
O -0.325 1.716 -1.494
O -1.797 0.869 0.661
N -2.831 -2.902 -0.495
N -1.153 -2.023 0.855
N 1.040 0.605 4.938
N 1.581 -2.343 -0.667
N -2.705 -3.581 1.711
N -1.518 -1.509 -1.810
N -1.987 3.102 1.041
N -3.565 1.981 -0.263
N 1.627 0.456 3.695
N -2.970 -3.079 -2.789
N 1.158 -0.078 -2.014
C -4.076 0.736 -0.826
C 1.788 0.404 6.164
C 2.759 -4.403 -0.323
C -0.614 3.190 1.520
C -0.698 2.315 -8.024
C 3.470 2.026 3.959
C -2.886 4.099 1.596
C 1.730 -3.486 -0.045
C 0.647 0.260 2.739
C 5.585 1.571 2.911
C 5.071 0.397 2.381
C 4.362 -1.217 -3.537
C -2.162 -2.800 0.721
C 3.577 -2.850 -1.963
C 2.309 -0.763 -2.323
C 4.513 -2.434 -2.932
C 3.272 -0.385 -3.242
C -0.294 0.428 4.789
C -0.585 0.238 3.467
C 2.480 -2.011 -1.632
C -2.321 -3.350 3.090
C 1.308 2.411 -4.807
C -1.198 0.452 5.970
C -0.742 1.221 -4.390
C -2.417 1.936 0.479
C 0.927 2.592 -6.126
C 0.471 1.725 -3.944
C 3.682 -4.080 -1.279
C 4.783 2.385 3.699
C -3.453 -4.804 1.461
C -1.113 1.402 -5.712
C -2.366 -2.454 -1.725
C -3.971 3.157 -1.021
C 2.969 0.837 3.441
C -0.286 2.094 -6.595
C 3.764 0.020 2.649
H 2.243 2.811 -4.433
H -3.683 -3.432 -0.502
H -2.537 4.361 2.597
H -3.129 -3.698 3.734
H -1.550 0.162 2.997
H 5.091 -0.887 -4.267
H -3.949 4.065 -0.432
H -1.396 0.722 -3.684
H -1.736 2.026 -8.184
H -3.983 0.743 -1.915
H -4.997 3.003 -1.353
H -0.074 1.731 -8.702
H -3.506 -0.097 -0.437
H 5.690 -0.237 1.761
H 1.485 -0.520 6.659
H 3.347 -0.888 2.235
H 5.343 -3.084 -3.180
H 1.629 1.241 6.844
H -2.901 5.020 1.006
H -0.239 4.192 1.309
H 1.575 3.132 -6.807
H 0.998 -3.708 0.727
H -3.288 -5.168 0.449
H -0.556 3.014 2.600
H -0.589 3.363 -8.303
H -1.188 -1.341 -2.756
H -3.896 3.706 1.690
H 2.834 2.672 4.552
H 5.179 3.306 4.104
H -2.059 1.012 -6.069
H -1.019 -0.411 6.614
H -2.582 -2.896 -3.697
H -4.525 -4.668 1.629
H -5.130 0.619 -0.564
H -1.041 1.350 6.568
H -3.336 3.299 -1.901
H 3.175 0.570 -3.739
H -2.180 -2.286 3.267
H -3.098 -5.581 2.139
H -2.234 0.429 5.642
H -1.403 -3.883 3.363
H 0.006 2.470 1.004
H -3.375 -3.992 -2.673
H 2.812 -5.337 0.218
H 2.847 0.345 5.937
H -0.690 -2.134 1.751
H 6.607 1.857 2.703
H 4.498 -4.750 -1.519
*
```

Please write out number 1 again, unchanged.
ORCA calculation (wB97M-V/def2-TZVPD) on C36H48AuN4 as an isolated structure.

Output
Electronic energy, eV: -47753.1041
HOMO (alpha / beta), eV: -10.26 / -10.73
Energy relative to the best compared isomer or geometry (same formula, charge and spin), kcal/mol: 34.6

ORCA input file:
```
! wB97M-V def2-TZVPD RIJCOSX def2/J DEFGRID3
* xyz 1 3
Au 14.956 8.611 6.009
N 13.483 11.349 11.729
N 14.959 6.925 7.547
N 13.080 9.541 6.454
N 15.424 10.940 6.132
C 9.360 10.951 9.467
C 19.166 8.222 5.064
C 14.271 11.459 12.979
C 9.727 12.952 8.218
C 16.155 6.080 7.142
C 17.809 8.603 4.938
C 17.023 10.484 9.110
C 15.053 7.403 8.968
C 15.786 10.767 9.495
C 13.266 9.958 11.294
C 14.373 11.631 6.574
C 9.554 11.486 8.068
C 11.967 11.499 7.298
C 18.542 6.370 6.478
C 19.541 7.091 5.835
C 18.068 11.319 9.473
C 16.562 11.603 5.954
C 16.873 15.752 5.897
C 15.826 15.187 6.870
C 13.966 12.213 10.657
C 13.105 10.836 6.826
C 13.672 6.220 7.490
C 10.823 9.458 7.339
C 17.797 12.440 10.217
C 14.412 13.033 6.706
C 14.497 15.960 6.690
C 8.326 11.240 7.065
C 17.237 6.773 6.364
C 16.821 7.941 5.659
C 15.373 11.877 10.177
C 16.320 15.358 8.345
C 15.655 13.690 6.548
C 10.823 10.797 7.573
C 16.724 12.923 6.169
C 16.472 12.664 10.587
C 11.894 8.878 6.679
H 12.501 9.419 11.915
H 12.878 9.850 10.284
H 13.551 13.575 7.070
H 13.838 10.892 13.758
H 15.714 5.248 6.553
H 14.630 17.034 7.053
H 8.877 13.397 8.837
H 8.674 11.125 6.045
H 10.756 13.197 8.555
H 17.465 9.471 4.388
H 15.494 15.015 8.974
H 17.259 9.563 8.497
H 17.734 13.365 6.010
H 17.812 15.268 6.000
H 15.069 6.488 9.646
H 19.097 11.135 9.115
H 16.602 5.598 8.136
H 11.968 12.556 7.537
H 16.608 15.634 4.902
H 14.213 9.480 11.124
H 13.714 5.402 8.157
H 16.603 16.415 8.561
H 13.768 15.526 7.432
H 17.250 14.721 8.515
H 9.727 13.405 7.188
H 9.912 8.943 7.607
H 14.156 12.457 13.255
H 13.290 12.198 9.795
H 7.606 11.977 7.260
H 10.263 11.323 10.018
H 12.878 6.891 7.852
H 9.438 9.905 9.514
H 19.845 8.786 4.462
H 15.289 11.114 12.810
H 11.792 7.884 6.324
H 15.939 7.979 9.221
H 18.573 13.062 10.585
H 13.477 5.913 6.508
H 14.127 7.935 9.121
H 8.431 11.329 9.819
H 17.417 10.895 5.808
H 13.864 13.276 11.015
H 17.069 16.808 6.175
H 18.718 5.536 7.148
H 7.772 10.346 7.325
H 16.221 13.444 11.266
H 14.047 15.998 5.684
H 20.610 6.907 5.963
*
```

- Look up the energy relative to the best compared isomer or geometry (same formula, charge and spin) of the second one.
  20.5 kcal/mol

- What is the electronic energy in the second record?
  -91966.7498 eV